No. 1
DFT (ωB97M-V with the def2-TZVPD basis set) results for a molecular structure, C59H86N3O3TeTi.

Net charge: +1
Energy relative to the best compared isomer or geometry (same formula, charge and spin) (eV): 0.1730
Frontier orbital gap (eV): 8.024

Geometry as XYZ:
```
153
C59H86N3O3TeTi (ωB97M-V with the def2-TZVPD basis set)
Ti 0.398 -0.355 -1.178
C -2.356 2.875 5.503
C -2.191 3.459 4.099
C -3.586 3.700 3.502
C -1.446 4.798 4.215
C -1.410 2.518 3.180
C -1.153 2.881 1.863
C -0.486 2.034 0.997
C -0.456 2.501 -0.451
N 0.433 1.817 -1.435
C -0.017 2.258 -2.779
C 0.539 1.398 -3.899
N 0.632 -0.040 -3.517
C 1.902 -0.634 -4.014
C 2.863 -0.983 -2.874
N 2.521 -0.263 -1.624
C 2.893 1.184 -1.713
C 1.850 2.146 -1.124
C 3.198 -0.967 -0.485
C 2.831 -2.437 -0.349
C 3.802 -3.291 0.152
C 3.531 -4.630 0.389
C 2.234 -5.065 0.128
C 1.216 -4.253 -0.370
C 1.561 -2.935 -0.655
O 0.679 -2.086 -1.284
C -0.187 -4.864 -0.550
C -0.611 -5.539 0.768
C -0.133 -5.908 -1.677
C -1.292 -3.852 -0.885
C 4.583 -5.612 0.909
C 4.109 -6.223 2.237
C 5.930 -4.930 1.148
C 4.783 -6.730 -0.126
C -0.552 -0.830 -4.020
C -1.902 -0.232 -3.694
C -2.748 0.170 -4.720
C -4.004 0.705 -4.447
C -4.381 0.755 -3.109
C -3.581 0.346 -2.039
C -2.299 -0.093 -2.362
O -1.338 -0.324 -1.414
C -4.187 0.400 -0.618
C -3.311 -0.231 0.472
C -5.515 -0.384 -0.624
C -4.461 1.859 -0.224
C -4.962 1.209 -5.531
C -4.350 1.103 -6.929
C -6.253 0.379 -5.498
C -5.299 2.686 -5.262
C -0.025 0.792 1.449
O 0.636 0.011 0.533
C -0.235 0.390 2.767
C -0.949 1.274 3.584
C 0.160 -0.969 3.392
C 0.845 -0.747 4.753
C 1.113 -1.812 2.540
C -1.127 -1.787 3.592
H -2.902 3.585 6.128
H -1.390 2.685 5.981
H -2.927 1.941 5.487
H -4.171 4.352 4.159
H -4.125 2.754 3.391
H -3.530 4.176 2.519
H -1.969 5.463 4.909
H -1.377 5.310 3.251
H -0.431 4.644 4.595
H -1.499 3.841 1.482
H -0.215 3.567 -0.467
H -1.467 2.402 -0.841
H 0.253 3.303 -2.939
H -1.099 2.194 -2.792
H 1.528 1.746 -4.173
H -0.094 1.522 -4.779
H 2.367 0.053 -4.713
H 1.685 -1.538 -4.577
H 3.897 -0.768 -3.151
H 2.803 -2.042 -2.660
H 3.826 1.373 -1.183
H 3.070 1.419 -2.759
H 2.090 3.161 -1.456
H 1.944 2.130 -0.042
H 2.937 -0.437 0.425
H 4.277 -0.889 -0.618
H 4.785 -2.883 0.370
H 1.998 -6.106 0.321
H 0.065 -6.341 1.069
H -1.606 -5.977 0.649
H -0.653 -4.807 1.582
H 0.541 -6.733 -1.429
H 0.216 -5.455 -2.610
H -1.130 -6.327 -1.851
H -1.311 -3.019 -0.181
H -2.255 -4.365 -0.823
H -1.196 -3.444 -1.891
H 3.950 -5.443 2.989
H 4.861 -6.919 2.619
H 3.173 -6.775 2.119
H 5.852 -4.128 1.888
H 6.344 -4.515 0.224
H 6.644 -5.663 1.531
H 3.861 -7.293 -0.294
H 5.546 -7.433 0.223
H 5.109 -6.319 -1.086
H -0.462 -1.820 -3.577
H -0.475 -0.940 -5.102
H -2.409 0.049 -5.744
H -5.369 1.138 -2.875
H -3.069 -1.273 0.243
H -3.868 -0.214 1.413
H -2.382 0.313 0.632
H -5.352 -1.415 -0.949
H -6.267 0.062 -1.276
H -5.928 -0.406 0.388
H -3.524 2.417 -0.103
H -4.989 1.893 0.735
H -5.074 2.376 -0.967
H -4.148 0.063 -7.206
H -3.420 1.673 -7.008
H -5.051 1.509 -7.662
H -6.037 -0.682 -5.651
H -6.933 0.707 -6.289
H -6.775 0.483 -4.543
H -4.390 3.295 -5.252
H -5.806 2.818 -4.303
H -5.959 3.070 -6.045
H -1.146 0.959 4.600
H 1.684 -0.054 4.661
H 1.229 -1.702 5.123
H 0.165 -0.355 5.511
H 2.076 -1.312 2.388
H 0.692 -2.058 1.570
H 1.307 -2.753 3.063
H -1.858 -1.253 4.205
H -0.894 -2.735 4.087
H -1.596 -2.010 2.626
C 4.954 3.055 2.774
Te 3.059 2.076 2.621
C 2.237 4.038 2.457
C 3.337 4.983 2.896
C 3.057 6.329 3.138
C 4.058 7.196 3.546
C 5.356 6.722 3.716
C 5.641 5.388 3.474
C 4.638 4.509 3.061
H 5.500 2.941 1.839
H 5.538 2.598 3.571
H 1.356 4.107 3.093
H 1.925 4.224 1.427
H 2.041 6.694 3.014
H 3.828 8.238 3.740
H 6.142 7.393 4.046
H 6.652 5.018 3.610
```

No. 2
DFT (ωB97M-V with the def2-TZVPD basis set) results for a molecular structure, C37H51N5O7S2SiTa.

Net charge: +3
Energy relative to the best compared isomer or geometry (same formula, charge and spin) (eV): 0.7590
Frontier orbital gap (eV): 6.212

Geometry as XYZ:
```
104
C37H51N5O7S2SiTa (ωB97M-V with the def2-TZVPD basis set)
Ta -0.029 0.520 1.000
C 1.062 3.481 0.305
O 0.767 2.543 1.375
C 0.583 3.089 2.662
C 0.747 4.425 2.959
C 0.559 4.820 4.279
C 0.222 3.894 5.257
C 0.070 2.556 4.938
C 0.247 2.149 3.623
N 0.140 0.811 3.147
N 0.133 -0.067 4.104
C 0.270 -1.370 3.901
C 0.685 -1.920 2.651
O 0.761 -1.110 1.610
C 1.080 -3.249 2.537
C 1.007 -4.056 3.647
C 0.556 -3.595 4.909
C 0.495 -4.469 6.013
C 0.068 -4.009 7.231
C -0.309 -2.667 7.375
C -0.260 -1.793 6.309
C 0.180 -2.242 5.062
H 2.053 3.898 0.471
H 1.038 2.924 -0.630
H 0.303 4.259 0.294
H 1.031 5.154 2.216
H 0.688 5.861 4.539
H 0.084 4.218 6.279
H -0.176 1.826 5.695
H 1.434 -3.618 1.586
H 1.306 -5.094 3.562
H 0.791 -5.503 5.885
H 0.022 -4.675 8.081
H -0.643 -2.310 8.339
H -0.560 -0.763 6.437
O 3.039 0.817 0.738
C 2.060 0.654 0.101
C -2.005 2.936 -1.237
C -2.396 2.701 0.178
N -1.815 1.926 1.099
C -2.556 2.083 2.272
C -3.565 2.949 2.049
N -3.446 3.323 0.731
H -1.296 2.192 -1.584
H -1.563 3.927 -1.355
H -2.886 2.895 -1.878
H -2.330 1.548 3.175
H -4.341 3.321 2.694
H -4.049 3.971 0.246
C -1.647 0.688 -4.319
C -0.298 1.368 -4.485
C -0.454 2.850 -4.762
C 0.528 0.688 -5.562
O 0.432 1.288 -3.200
Si 0.672 0.083 -2.182
O -0.339 0.208 -0.888
O 2.180 0.510 -1.355
C 3.707 0.588 -2.088
C 4.461 -0.579 -1.511
C 3.412 0.437 -3.554
C 4.224 1.957 -1.747
O 0.824 -1.356 -2.798
C 0.626 -2.797 -2.668
C 1.826 -3.454 -3.323
C 0.541 -3.128 -1.187
C -0.657 -3.147 -3.399
H -2.221 0.784 -5.241
H -2.219 1.156 -3.515
H -1.527 -0.377 -4.109
H -0.960 2.998 -5.716
H 0.520 3.335 -4.815
H -1.047 3.334 -3.985
H -0.014 0.717 -6.508
H 0.717 -0.356 -5.311
H 1.478 1.200 -5.711
H 3.912 -1.507 -1.662
H 4.703 -0.448 -0.461
H 5.397 -0.659 -2.068
H 2.946 -0.517 -3.791
H 4.378 0.463 -4.062
H 2.815 1.262 -3.934
H 4.437 2.084 -0.692
H 3.545 2.732 -2.105
H 5.162 2.075 -2.294
H 2.748 -3.199 -2.801
H 1.912 -3.142 -4.364
H 1.716 -4.538 -3.303
H 1.461 -2.823 -0.682
H 0.412 -4.202 -1.048
H -0.306 -2.614 -0.723
H -0.597 -2.850 -4.446
H -1.510 -2.650 -2.934
H -0.820 -4.224 -3.363
S -2.127 -1.060 1.566
C -3.129 -1.518 0.275
N -3.974 -2.517 0.400
C -4.737 -2.909 -0.790
C -4.772 -1.668 -1.671
S -3.248 -0.743 -1.267
H -3.984 -3.076 1.243
H -5.737 -3.225 -0.500
H -4.230 -3.743 -1.280
H -5.626 -1.031 -1.451
H -4.769 -1.915 -2.730
```

The lowest unoccupied orbital energy results, record by record, are as follows: -1.92, -9.04 eV.